Entry 1:
DFT (the ωB97M-V functional and the def2-TZVPD basis) results for a cluster of 10 separate species, C54H56FN13O5S in total.

Geometry as XYZ:
```
130
Properties=species:S:1:pos:R:3:forces:R:3
H -1.123 4.219 -1.890 0.0 0.1 0.0
C 0.942 2.275 2.205 -0.2 -0.7 1.6
H -3.125 7.208 0.452 0.1 -0.1 0.1
C -4.689 3.759 6.170 0.3 0.1 0.1
C -2.439 3.964 1.085 0.4 -0.3 -0.6
N 3.636 6.558 2.222 0.3 0.2 -1.0
H -1.106 12.096 1.811 0.0 -0.1 0.0
H -1.251 -9.759 -4.821 0.2 -0.1 0.0
H -3.371 8.329 3.968 0.0 0.1 0.0
H -1.247 3.142 4.649 0.0 0.0 0.1
H 1.622 2.776 3.014 -1.2 -1.0 -1.6
C 6.841 11.204 -0.232 0.3 -0.5 0.7
C 0.513 -12.623 -4.373 -0.2 0.2 -0.1
H -0.148 2.741 2.330 2.5 -0.7 -0.8
C 8.027 13.191 0.337 0.0 0.0 0.0
H -0.221 0.562 -1.617 -0.7 -0.1 -0.5
N -2.576 -5.021 4.125 0.7 -0.4 -0.6
C -0.582 -11.805 -4.634 0.1 0.0 0.0
C 0.412 -0.105 1.016 -0.7 -0.6 0.5
H 0.137 -5.752 -2.745 0.0 -0.1 0.0
C -0.625 -6.078 2.422 0.0 0.0 0.0
H 6.775 13.000 -1.414 0.0 -0.1 0.1
C 0.842 -9.915 -4.350 0.8 -0.5 0.2
C -2.923 -7.241 -4.461 0.7 -0.2 -0.4
H 1.022 -8.844 -4.332 0.0 -0.3 0.0
H 9.182 13.033 2.155 -0.1 -0.1 -0.1
C -2.095 5.845 -0.860 -0.1 -0.1 0.3
H 6.176 10.636 -0.876 0.0 0.1 0.0
C -2.711 -14.766 -5.618 -0.2 -0.1 -0.1
C 5.518 1.770 -0.428 -1.9 2.5 5.1
C -2.612 -14.751 -4.236 -0.6 -0.4 0.7
H 0.132 -6.488 1.761 -0.1 0.0 0.1
H -3.731 -4.743 2.440 0.1 0.0 0.0
O 0.028 -2.357 -0.027 -3.6 0.6 -2.1
H 4.828 7.333 -1.392 0.0 0.0 0.1
C -0.749 -6.164 -3.215 -0.3 0.1 0.1
H -3.442 5.482 2.233 0.1 0.0 -0.1
H -1.937 -14.320 -6.233 0.0 0.0 0.0
N -1.709 -7.465 -5.008 -0.1 0.7 0.9
C -3.577 4.306 6.803 0.0 0.0 0.0
H -3.759 -7.691 -4.990 0.0 0.1 0.1
C -0.418 -10.424 -4.622 -0.1 -0.3 0.0
C -1.390 -5.468 4.595 -0.8 0.3 -0.2
H -1.610 12.233 4.256 0.0 -0.1 -0.1
H -1.427 4.502 6.736 -0.1 0.0 -0.1
C 7.173 12.516 -0.530 0.2 0.1 0.2
F 1.433 1.162 -3.960 -4.6 -0.4 1.8
H -5.677 -16.405 -5.784 0.1 0.0 0.1
H 3.637 5.196 -0.877 0.0 0.0 0.1
C -1.202 -2.555 -0.812 -5.1 -3.6 4.0
N -1.797 3.593 -0.044 -0.2 0.9 0.1
C -3.125 -6.496 -3.310 0.2 0.1 0.1
C -1.640 4.543 -0.992 0.0 -0.7 0.5
C -0.649 -6.920 -4.372 -0.7 -0.3 -0.6
N -0.671 0.321 -2.533 3.1 -1.4 -1.3
N 1.923 -10.684 -4.090 -0.9 -0.4 -0.2
O -0.766 2.187 -4.097 6.1 -7.2 3.9
H -3.938 -15.400 -7.272 0.0 0.0 0.1
H -2.769 10.313 5.360 0.0 0.0 -0.1
C -0.393 -5.997 3.791 -0.1 0.0 -0.2
C 0.782 0.648 2.432 -1.1 -0.1 0.0
N 7.302 10.539 0.849 0.2 1.0 -0.2
N -2.611 9.090 2.208 0.2 0.9 0.6
C -4.487 3.014 5.019 0.7 -0.2 -0.5
H -2.549 3.184 1.832 -0.1 0.1 0.0
C -4.611 -15.861 -3.997 0.7 0.4 0.5
H -0.489 0.521 0.545 2.1 -1.2 0.7
S 1.540 2.769 0.500 1.7 -0.4 -0.3
H 0.316 -7.113 -4.832 -0.1 0.2 0.0
N -3.272 2.790 4.473 0.0 0.6 0.8
C 4.494 7.116 -0.381 0.0 0.0 0.0
H -5.322 2.563 4.491 0.0 0.1 0.1
H -1.792 10.039 0.570 0.0 0.0 0.1
C -2.212 3.335 5.109 -0.7 -0.4 -0.5
H -1.554 -12.240 -4.845 0.1 0.1 0.0
H -0.177 0.516 3.130 2.1 0.3 -1.4
C 4.726 8.026 0.645 -0.1 -0.1 -0.2
N 4.441 2.724 1.472 -2.0 -2.3 -6.0
C 8.516 12.534 1.460 -0.1 0.1 -0.2
C -1.986 10.141 1.634 -0.4 -0.8 0.3
C -2.771 -5.111 2.792 0.0 0.1 0.9
H -1.759 -14.296 -3.741 -0.1 0.0 0.0
C -2.932 5.240 1.307 0.1 0.1 -0.2
O 4.077 1.882 -0.819 2.0 0.9 4.1
H 2.615 -12.617 -3.894 -0.1 0.0 0.0
H 8.488 10.663 2.532 0.0 0.1 -0.1
H -1.354 -1.467 1.491 2.2 -0.8 -0.8
H -5.687 3.909 6.564 0.1 0.0 -0.1
H -1.939 6.568 -1.653 0.0 -0.1 0.1
C -2.014 -5.949 -2.677 0.0 0.0 0.0
C 3.407 2.445 0.367 4.6 -0.2 2.4
H 0.541 -6.338 4.222 -0.1 0.0 0.0
H 0.418 -13.703 -4.375 0.1 0.1 0.0
C -2.313 4.091 6.266 -0.2 0.0 0.1
O 0.698 -1.668 -3.349 -6.8 3.8 3.3
C -0.380 -1.148 -2.739 5.2 -3.4 -2.7
N 5.694 2.308 0.984 -3.3 -1.8 -5.6
H -4.124 -6.346 -2.917 0.1 0.0 0.0
C -2.534 10.288 4.302 0.1 0.2 -0.2
H -1.230 -3.019 -2.811 -0.4 1.2 0.7
C 1.732 -12.021 -4.107 0.3 0.9 0.0
H 4.443 8.380 2.754 0.0 0.0 -0.1
C 0.009 1.211 -3.549 -3.7 6.2 -3.9
H -5.343 -16.280 -3.311 0.0 0.0 -0.1
H 8.308 14.221 0.138 0.0 -0.1 0.0
C 8.130 11.220 1.671 -0.6 -0.6 -0.5
C 3.424 5.695 1.204 0.0 0.6 0.9
C -2.870 9.187 3.530 0.1 -0.2 -0.9
H 0.253 -2.189 2.167 -0.7 0.9 -2.4
H -1.258 -5.386 5.670 0.0 0.0 -0.1
H 1.673 0.156 3.012 -1.5 1.0 -1.4
C -4.797 -15.928 -5.368 0.2 0.1 -0.2
C -2.754 6.197 0.313 -0.1 0.1 -0.1
C -0.219 -1.636 1.231 -0.1 2.0 1.9
H 6.396 1.338 -1.073 -2.4 1.0 1.1
H -2.132 -5.360 -1.772 0.0 0.0 0.0
N -1.426 -2.137 -2.253 3.3 0.4 1.7
C -1.608 11.282 2.323 -0.1 0.0 0.3
H 1.326 -0.216 0.291 -1.8 0.4 1.4
C 3.832 5.926 -0.100 0.1 0.3 0.0
O -2.237 -3.220 -0.228 6.7 4.3 -3.9
H -3.696 4.894 7.709 0.0 -0.1 -0.1
H 2.900 4.782 1.473 0.1 0.3 -0.1
C -3.826 -15.368 -6.192 0.0 0.0 0.0
H -2.049 -5.678 0.847 0.0 0.1 0.1
C -1.837 -5.628 1.909 0.3 -0.2 0.1
C 4.283 7.704 1.918 -0.4 -0.7 0.3
H 5.239 8.963 0.459 0.0 -0.1 0.1
C -1.890 11.354 3.683 0.0 0.0 0.0
N -3.539 -15.285 -3.411 -0.1 0.0 -1.0
```
Positions in Å, forces in eV/Å.

Properties
LUMO level = -0.66 eV
spin multiplicity = 1
structure (SMILES) = O=C(F)NC(=O)NC(=O)OCCCCSc1nnco1.c1ccncc1.c1ccncc1.c1ccncc1.c1ccncc1.c1ccncc1.c1ccncc1.c1ccncc1.c1ccncc1.c1ccncc1

Entry 2:
DFT (the ωB97M-V functional and the def2-TZVPD basis) results for a structure of composition C54H58ClCsN3O6P3S4.

Geometry as XYZ:
```
130
Properties=species:S:1:pos:R:3:forces:R:3
H 1.541 1.031 4.195 0.0 0.0 0.0
O 4.686 1.530 0.050 0.2 0.3 -0.1
H 3.549 5.057 -0.374 0.0 0.0 0.0
H -1.384 -4.792 -4.260 0.0 0.0 0.0
S -1.969 -0.423 -3.798 0.0 0.0 0.0
C -0.620 7.419 -3.245 0.0 0.0 0.0
C -0.432 -0.807 -4.676 -0.1 0.0 0.0
H -1.393 0.877 5.494 0.0 0.0 0.0
C 3.563 1.140 4.232 0.0 0.0 0.1
C 3.443 3.628 -1.982 0.1 -0.1 -0.1
P 3.240 1.477 -0.277 -0.2 -0.3 -0.2
C -0.597 8.183 -2.094 0.0 0.0 0.0
C -3.824 -3.623 2.054 0.0 0.0 -0.1
C 5.952 0.955 3.943 0.0 0.0 0.0
C -4.654 1.611 5.008 0.1 0.0 0.1
H 2.242 1.459 2.714 0.0 0.0 0.0
C 2.391 4.411 -2.755 0.0 0.0 0.0
H 6.818 1.031 3.297 0.0 0.0 0.0
C -0.221 0.281 -5.710 0.0 0.1 -0.1
C -5.472 0.921 0.758 0.2 0.1 0.0
H -5.529 1.988 5.522 0.0 0.0 0.0
H -0.980 8.234 0.024 0.0 0.0 0.0
P -3.760 0.412 1.152 0.5 -0.2 0.0
C 3.726 0.732 5.562 -0.1 0.0 0.0
H 1.379 -1.768 -1.761 0.0 0.0 0.0
H -5.689 1.362 3.165 0.0 0.0 0.0
H -8.960 2.238 -0.253 0.0 0.0 0.0
H 3.392 -2.576 0.426 0.0 0.0 0.0
H 1.817 3.746 -3.402 0.0 0.0 0.0
C -1.005 7.639 -0.880 0.0 0.1 0.0
Cs -0.274 1.777 -0.204 -0.3 -0.3 -0.2
C -0.882 -3.778 -2.435 0.0 0.0 0.0
H 3.737 -0.934 0.993 0.0 0.0 0.0
H 4.927 3.944 -0.460 0.0 0.0 0.0
H -0.250 9.209 -2.141 0.0 0.0 0.0
H -3.837 -1.815 3.202 0.0 0.0 0.0
H 2.953 -8.714 2.488 0.0 0.0 0.0
H -3.740 -5.256 0.679 0.0 0.1 0.0
C 2.191 -5.439 0.602 0.0 0.0 0.0
C -0.810 -5.139 -0.450 0.0 0.0 0.1
O 2.228 1.374 0.820 0.3 -0.1 0.4
H 2.077 -1.413 0.624 0.0 0.0 0.0
H -1.294 4.454 -4.097 0.0 0.1 0.0
C 4.375 2.881 -2.934 -0.1 0.0 0.1
C -4.740 1.254 3.673 0.0 0.0 0.0
H 5.078 0.123 7.098 0.0 0.0 0.0
N -2.117 2.034 -2.804 0.0 0.0 0.0
H -0.552 -1.787 -5.139 0.0 0.0 0.0
N 2.318 1.475 3.733 0.0 0.0 -0.1
C -1.154 -6.254 -1.212 0.0 0.1 0.0
Cl -0.989 0.040 2.915 -0.1 -0.1 -0.2
H -6.965 3.661 -0.573 0.0 0.0 0.0
H -0.789 -2.805 -2.903 0.0 0.0 0.0
H 2.666 -2.960 -1.992 0.0 0.0 0.0
H 0.648 -7.757 2.507 0.0 0.0 0.0
C 4.981 0.445 6.068 0.1 0.0 0.0
H 4.590 1.526 2.382 0.0 0.0 0.0
C 3.325 -1.086 -1.129 0.1 -0.1 0.0
H 2.847 0.637 6.192 0.0 0.0 0.0
C -6.596 0.116 0.917 0.0 -0.1 0.0
C 2.423 -1.897 -2.051 0.0 0.1 0.0
H -1.281 -7.208 -0.716 0.0 0.0 0.0
H -1.626 -6.998 -3.167 0.0 0.0 0.0
H 5.110 2.316 -2.362 0.0 0.0 0.0
C -1.356 -6.129 -2.579 0.0 -0.1 0.0
C -2.440 0.645 3.651 0.0 0.1 0.4
C 4.790 -1.253 -1.527 -0.1 0.1 0.0
C -1.050 6.090 -3.207 0.0 0.0 0.1
H 1.697 4.899 -2.068 0.0 0.0 0.0
H -0.435 -3.043 -0.455 0.0 0.0 0.0
C -3.644 0.763 2.959 -0.3 0.0 -0.2
H 1.974 -4.506 0.095 0.0 0.0 0.0
C -1.603 1.297 -3.698 0.0 0.1 0.0
H 2.867 5.179 -3.369 0.0 0.0 0.0
C -1.219 -4.889 -3.192 0.0 0.0 0.0
H 4.749 -7.564 1.239 0.0 0.0 0.0
C -6.862 2.673 -0.143 0.0 0.0 0.0
C -1.437 6.325 -0.840 0.0 0.0 -0.1
C 6.110 0.557 5.265 0.0 0.0 0.1
H -0.935 0.182 -6.528 0.0 0.0 0.0
H 7.092 0.327 5.660 0.0 0.0 0.0
C -1.472 5.530 -1.983 0.0 0.1 -0.1
H 2.549 -1.559 -3.082 0.0 0.0 0.0
C 2.739 -7.795 1.954 0.0 0.0 0.0
C -3.837 -3.360 -0.334 0.0 0.0 0.0
H 0.793 0.260 -6.111 0.0 0.0 0.0
C -3.856 -1.414 1.093 0.0 0.2 0.1
C -7.847 0.591 0.556 -0.1 0.0 0.0
H -1.759 5.868 0.086 0.0 0.0 0.0
H 3.797 2.184 -3.543 0.0 0.0 0.0
C 3.469 -5.971 0.572 0.0 0.0 0.0
H 4.789 5.285 -1.626 0.0 0.0 0.0
S -0.319 -3.520 2.159 0.1 0.1 0.1
S -1.809 -6.621 2.091 0.1 -0.3 0.1
P -0.503 -5.316 1.363 0.1 0.1 -0.1
C 3.746 -7.151 1.253 0.0 0.0 0.0
H 4.925 -0.938 -2.565 0.0 0.0 0.0
C -0.678 -3.904 -1.067 0.0 0.0 -0.1
H 4.888 3.588 -3.590 0.0 0.0 0.0
N -1.764 3.362 -2.929 0.1 0.2 -0.2
H 5.100 -2.296 -1.427 0.0 0.0 0.0
C -7.981 1.872 0.033 0.0 0.0 0.0
H -3.738 -4.270 2.917 0.0 0.0 0.0
C 1.453 -7.264 1.974 0.0 -0.1 0.0
O -1.037 5.396 -4.353 0.0 -0.2 0.0
H 0.393 -0.844 -3.965 0.0 0.0 0.0
C -3.835 -1.983 -0.182 0.1 0.0 0.0
H -0.295 7.822 -4.196 0.0 0.0 0.0
H -4.713 2.791 0.035 0.0 0.0 0.0
C 4.233 4.541 -1.050 -0.1 -0.1 0.0
H -3.792 -3.793 -1.326 0.0 0.0 0.0
O -2.278 3.705 -0.698 -0.3 0.2 0.0
H 5.408 -0.624 -0.889 0.1 0.0 0.0
O 2.943 0.291 -1.360 -0.1 -0.1 0.1
C 3.118 -1.525 0.319 0.0 0.1 -0.1
O 2.684 2.688 -1.199 0.1 0.2 0.2
C -5.606 2.195 0.207 0.0 0.0 0.0
C -3.821 -4.182 0.785 -0.1 0.0 0.0
H -6.483 -0.886 1.316 0.0 0.0 0.0
C -2.345 0.992 4.994 0.2 0.0 0.0
H 4.255 -5.460 0.029 0.0 0.0 0.0
H -3.786 -1.338 -1.054 0.0 0.0 0.0
C 4.701 1.244 3.424 0.1 0.0 -0.1
C -3.858 -2.244 2.207 0.0 0.0 0.0
C -3.445 1.478 5.677 -0.1 0.0 -0.1
S -0.443 1.895 -4.910 0.0 -0.1 0.1
C -1.913 4.099 -1.822 0.0 -0.1 0.1
H -8.720 -0.039 0.675 0.0 0.0 0.0
C 1.175 -6.084 1.303 -0.2 0.0 0.0
H -3.355 1.750 6.720 0.0 0.0 0.0
```
Positions in Å, forces in eV/Å.

Properties
LUMO level = 3.38 eV
spin multiplicity = 1
net charge = -2
relative energy (zero: lowest compared OMol25 entry of this formula, charge and spin) = 15.0 kcal/mol

Number 1: gap between HOMO and LUMO 8.11 eV, largest force on an atom 0.1983 Eh/bohr, E_HOMO -8.77 eV. Number 2: gap between HOMO and LUMO 6.47 eV, largest force on an atom 0.0102 Eh/bohr, E_HOMO -3.09 eV.